Molecular formula: C3H7NO
Method: DFT, ωB97M-V/def2-TZVPD

Each atom is followed by the atoms it is bonded to, with distances in Å.
Cartesian coordinates (Å):
1 C -1.3936 -0.4119 -0.0135  C2 1.496, H6 1.093, H7 1.100, H8 1.094
2 C 0.0854 -0.2545 0.1453  C1 1.496, N3 1.374, C5 1.361
3 N 0.6419 0.9751 0.4039  C2 1.374, O4 1.406, H12 1.036
4 O 0.1694 2.0884 -0.3135  N3 1.406, H9 0.969
5 C 1.0515 -1.2099 0.0717  C2 1.361, H10 1.089, H11 1.080
6 H -1.7102 -1.3427 0.4638  C1 1.093
7 H -1.6068 -0.5173 -1.0879  C1 1.100
8 H -1.9738 0.4381 0.3573  C1 1.094
9 H 0.1996 2.8021 0.3415  O4 0.969
10 H 1.9090 -1.0053 -0.5677  C5 1.089
11 H 0.9629 -2.1924 0.5107  C5 1.080
12 H 1.6538 0.7532 0.3760  N3 1.036

Summary:
ΔE to the lowest compared entry with this formula, charge and spin: 365.6 kJ/mol
SMILES: C=C(C)NO
highest occupied orbital energy: -8.001 eV
HOMO-LUMO gap: 8.928 eV

Mulliken population analysis, charges in e, atoms 1 to 8: -1.00 0.61 -0.17 -0.44 -1.05 0.34 0.23 0.32